{
  "formula": "C5H10O2",
  "method": "wB97M-V/def2-TZVPD",
  "symbols": ["C", "C", "O", "C", "C", "C", "O", "H", "H", "H", "H", "H", "H", "H", "H", "H", "H"],
  "coordinates": [[2.499, -0.777, 0.001], [1.109, -0.392, 0.468], [0.313, -0.022, -0.631], [-1.023, 0.028, -0.207], [-1.360, 1.212, 0.694], [-1.876, -0.046, -1.460], [-3.013, 0.353, -1.531], [3.060, 0.091, -0.367], [3.049, -1.208, 0.842], [2.441, -1.513, -0.808], [0.531, -1.214, 0.979], [1.156, 0.432, 1.195], [-1.161, -0.917, 0.388], [-2.422, 1.440, 0.592], [-1.152, 0.969, 1.737], [-0.778, 2.100, 0.424], [-1.374, -0.535, -2.319]],
  "atomic_forces_ev_per_a": [[-0.08, -0.08, 0.08], [0.03, -0.31, 0.44], [0.10, 0.18, -0.15], [-0.27, -0.28, 0.22], [-0.06, -0.03, 0.06], [-0.45, 0.03, 0.04], [0.50, -0.15, 0.04], [-0.23, -0.15, 0.10], [0.02, 0.02, -0.14], [0.01, 0.06, 0.17], [1.01, 0.25, -0.19], [0.09, -0.07, -0.07], [-0.59, 0.50, -0.56], [0.06, 0.01, 0.06], [-0.03, 0.11, -0.04], [-0.08, -0.17, -0.10], [-0.02, 0.08, 0.06]],
  "nbo_charge": [-0.63, -0.06, -0.53, -0.01, -0.65, 0.44, -0.51, 0.22, 0.21, 0.22, 0.16, 0.17, 0.18, 0.24, 0.21, 0.22, 0.12],
  "energy_ev": -9441.21619,
  "max_force_ev_per_a": 1.1,
  "e_lumo_ev": 0.92,
  "e_homo_ev": -9.957,
  "relative_energy_kj_mol": 176.3,
  "molar_mass_g_mol": 102.13,
  "smiles": "CCO[C@@H](C)C=O",
  "multiplicity": 1,
  "homo_lumo_gap_ev": 10.87,
  "charge": 0
}